Record 1
This record from the Open Molecules 2025 dataset describes C6H11Cl2 in the gas phase in a non-equilibrium geometry. The level of theory is wB97M-V/def2-TZVPD.

Values from the calculation:
Relative energy (zero: lowest compared OMol25 entry of this formula, charge and spin) ... 29.8 kJ/mol
<S²> ... 0.75

The geometry in ORCA input format:
```
! wB97M-V def2-TZVPD RIJCOSX def2/J DEFGRID3
* xyz 0 2
Cl 2.7360 -1.6007 1.2831
Cl 0.4595 -1.3089 1.3728
C -1.9982 -0.8379 0.6101
C -0.6095 -0.4021 0.3220
C -0.2540 1.0778 0.7367
C 1.0490 1.3576 -0.0667
C 1.1299 0.3474 -1.2350
C -0.0214 -0.6742 -1.1225
H -2.1361 -1.8611 0.2403
H -2.2441 -0.8331 1.6939
H -2.7404 -0.1849 0.1199
H -0.9915 1.8623 0.5606
H -0.0053 1.0789 1.8058
H 1.1666 2.3806 -0.4562
H 1.9105 1.0367 0.5552
H 0.8679 0.8956 -2.1537
H 2.1509 -0.0801 -1.2542
H 0.3603 -1.6942 -1.1231
H -0.8303 -0.5596 -1.8889
*
```

Atomic partial charges in e from the Mulliken method, atoms 1 to 5:
1 Cl -0.28
2 Cl -0.06
3 C -1.60
4 C 1.11
5 C -0.92

=====

Record 2
This record from the Open Molecules 2025 dataset describes 2 unconnected molecules or ions with the total composition C6H11ClN2 in a non-equilibrium geometry. The level of theory is wB97M-V/def2-TZVPD.

Values from the calculation:
Relative energy (zero: lowest compared OMol25 entry of this formula, charge and spin) ... 311.1 kJ/mol

The geometry in ORCA input format:
```
! wB97M-V def2-TZVPD RIJCOSX def2/J DEFGRID3
* xyz 0 1
C -1.0123 0.3801 -3.1290
C 0.3065 0.0651 -2.3714
N 0.0882 -0.3418 -0.9463
C -0.6221 -1.4200 -0.3981
C -0.4025 -1.6282 0.9829
N 0.3383 -0.5408 1.3633
C 0.7380 0.1314 0.2187
C 0.5258 -0.1372 2.6825
H -0.8559 1.0140 -4.0019
H -1.6457 1.0148 -2.5092
H -1.5054 -0.5064 -3.5278
H 0.8747 0.9902 -2.4686
H 1.0193 -0.6380 -2.8024
H -1.1345 -2.0910 -1.0716
H -0.8277 -2.3808 1.6304
H 1.5181 0.8766 0.1682
H -0.4270 -0.1633 3.2112
H 0.6918 0.9328 2.8079
H 1.3700 -0.6755 3.1132
Cl 0.9625 5.1180 7.0478
*
```

Atomic partial charges in e from the Mulliken method, atoms 1 to 5:
1 C -1.10
2 C -0.43
3 N 0.22
4 C -0.31
5 C -0.41

=====

Record 3
This record from the Open Molecules 2025 dataset describes C6H11ClN2 in the gas phase in a non-equilibrium geometry. The level of theory is wB97M-V/def2-TZVPD.

Values from the calculation:
Relative energy (zero: lowest compared OMol25 entry of this formula, charge and spin) ... 379.8 kJ/mol
SMILES ... CC1=C(Cl)N(C)N[C@H]1C

The geometry in ORCA input format:
```
! wB97M-V def2-TZVPD RIJCOSX def2/J DEFGRID3
* xyz 0 1
C -0.0523 -1.0769 0.3258
C 1.3048 -0.2925 -0.2165
C -1.0580 0.0187 0.2557
C -0.2649 -2.4861 0.5744
C -2.0594 0.1146 -0.9614
C 2.0478 1.9510 0.2341
N -0.3339 1.3689 0.3165
N 1.0079 1.1094 -0.2964
Cl 2.8009 -0.8716 -0.5156
H -1.7515 -0.1804 1.1445
H 0.3645 -2.7743 1.4513
H 0.0736 -3.1659 -0.2145
H -1.2792 -2.7891 0.9112
H -1.3958 0.4788 -1.8780
H -3.0121 0.7797 -0.7963
H -2.5198 -0.8393 -1.2995
H 1.6967 2.8916 0.2443
H 2.3678 1.7297 1.2613
H 2.8331 1.8944 -0.4211
H -0.7703 2.1392 -0.1200
*
```

Atomic partial charges in e from the Mulliken method, atoms 1 to 5:
1 C 0.25
2 C 0.14
3 C 0.25
4 C -1.28
5 C -1.15

=====

Record 4
This record from the Open Molecules 2025 dataset describes a molecular structure, C6H11ClN2 in a non-equilibrium geometry. The level of theory is wB97M-V/def2-TZVPD.

Values from the calculation:
Relative energy (zero: lowest compared OMol25 entry of this formula, charge and spin) ... 143.9 kJ/mol

The geometry in ORCA input format:
```
! wB97M-V def2-TZVPD RIJCOSX def2/J DEFGRID3
* xyz 2 1
C -0.4543 -1.1472 0.5891
C 0.3261 1.3482 0.8633
C -1.2839 -0.6458 -0.5259
C -0.9126 0.6359 -1.1922
C 0.1895 0.5131 -2.2546
C 1.3136 -1.0571 2.2795
N -0.3165 1.5959 -0.1849
N 0.4739 -0.5151 1.2088
Cl 1.2225 2.0996 1.9926
H -0.6961 -2.1551 0.7630
H -1.4519 -1.3379 -1.2748
H -2.3763 -0.8368 -0.1310
H -1.8460 1.1356 -1.3576
H 0.6656 1.4178 -2.7080
H -0.1739 0.0137 -3.0982
H 0.9108 -0.3169 -2.0272
H 1.2903 -0.2325 2.9656
H 2.3912 -1.2936 1.8524
H 0.9263 -1.8826 2.7186
H -0.1986 2.6609 -0.4787
*
```

Atomic partial charges in e from the Mulliken method, atoms 1 to 5:
1 C -0.01
2 C 0.66
3 C -1.03
4 C 0.17
5 C -1.25

=====

Record 5
This record from the Open Molecules 2025 dataset describes a molecular structure, C6H11ClNP in a non-equilibrium geometry. The level of theory is wB97M-V/def2-TZVPD.

Values from the calculation:
Relative energy (zero: lowest compared OMol25 entry of this formula, charge and spin) ... 4.1 kJ/mol

The geometry in ORCA input format:
```
! wB97M-V def2-TZVPD RIJCOSX def2/J DEFGRID3
* xyz 0 1
C -2.6140 -0.0866 -2.4798
C -1.9337 -0.5891 -1.4341
C -0.0145 -0.6285 0.0609
C -0.9333 0.0859 -0.6086
C -1.1515 1.5602 -0.4831
C 0.8892 -0.1618 1.0605
N 3.4852 -0.4207 2.1864
P 2.4771 -1.1453 0.9800
Cl 0.2503 -0.7111 2.6071
H -3.3938 -0.7015 -2.8057
H -2.6226 0.9960 -2.6301
H -2.1773 -1.5970 -1.3320
H -0.1904 -1.6788 0.0714
H -1.9716 1.5791 0.2986
H -0.2430 1.9756 0.0543
H -1.3866 2.0303 -1.4396
H 0.9066 0.9710 1.0411
H 4.4120 -0.7030 1.8720
H 3.2596 -0.2979 3.1644
H 2.9522 -0.4767 -0.1838
*
```

Atomic partial charges in e from the Mulliken method, atoms 1 to 5:
1 C -0.82
2 C -0.43
3 C -0.92
4 C 1.04
5 C -1.26

=====

Record 6
This record from the Open Molecules 2025 dataset describes 2 unconnected molecules or ions with the total composition C6H11ClO in a non-equilibrium geometry. The level of theory is wB97M-V/def2-TZVPD.

Values from the calculation:
Relative energy (zero: lowest compared OMol25 entry of this formula, charge and spin) ... 407.0 kJ/mol

The geometry in ORCA input format:
```
! wB97M-V def2-TZVPD RIJCOSX def2/J DEFGRID3
* xyz 0 1
C -0.3670 0.4113 0.5966
C -0.4360 -1.0125 0.6706
C -0.6217 -1.6675 2.0208
C 0.2216 -1.9376 -0.3180
C 0.4562 2.7429 -1.1772
C 0.5544 1.2629 -1.2699
O -1.5015 -0.1607 0.2245
Cl -0.2950 0.4959 -2.6022
H 0.0120 1.1410 1.3045
H -1.2425 -1.0098 2.6656
H 0.3853 -1.7824 2.3836
H -1.1050 -2.6982 1.9111
H -0.4826 -2.6434 -0.7541
H 1.1658 -2.3854 0.0616
H 0.5597 -1.2854 -1.1930
H 1.1140 3.3638 -0.5291
H -0.6108 3.0419 -0.8115
H 0.6220 3.2917 -2.1822
H 1.5710 0.8317 -1.0019
*
```

Atomic partial charges in e from the Mulliken method, atoms 1 to 5:
1 C -0.77
2 C 1.54
3 C -1.30
4 C -1.08
5 C -1.06

=====

Record 7
This record from the Open Molecules 2025 dataset describes C6H11F2N in the gas phase in a non-equilibrium geometry. The level of theory is wB97M-V/def2-TZVPD.

Values from the calculation:
Relative energy (zero: lowest compared OMol25 entry of this formula, charge and spin) ... 116.1 kJ/mol
SMILES ... CC(C)(C)N1CC1(F)F

The geometry in ORCA input format:
```
! wB97M-V def2-TZVPD RIJCOSX def2/J DEFGRID3
* xyz 0 1
C -1.3122 1.4943 -0.4482
C -1.0772 1.5254 0.9987
C -0.4915 -1.4056 0.4201
C 0.6874 -0.4732 -1.5469
C 1.7711 -0.3575 0.7397
C 0.4657 -0.3241 -0.0441
N -0.0928 1.0427 0.1651
F -1.8283 0.8725 1.8772
F -0.7245 2.6731 1.5958
H -1.8574 0.6508 -0.8110
H -1.2214 2.3431 -1.1734
H -0.9428 -1.3562 1.3662
H -1.4635 -1.4797 -0.2564
H -0.1710 -2.4775 0.2450
H 1.4740 -0.0120 -1.9755
H -0.2214 -0.0035 -1.9985
H 0.9066 -1.4833 -1.9657
H 2.4362 -1.0220 0.2753
H 2.0430 0.6657 0.8729
H 1.6200 -0.8731 1.6637
*
```

Atomic partial charges in e from the Mulliken method, atoms 1 to 5:
1 C -0.92
2 C 0.82
3 C -1.55
4 C -1.52
5 C -1.84

=====

Record 8
This record from the Open Molecules 2025 dataset describes a molecular structure, C6H11K3N2O3 in a non-equilibrium geometry. The level of theory is wB97M-V/def2-TZVPD.

Values from the calculation:
Relative energy (zero: lowest compared OMol25 entry of this formula, charge and spin) ... 17.3 kJ/mol

The geometry in ORCA input format:
```
! wB97M-V def2-TZVPD RIJCOSX def2/J DEFGRID3
* xyz 2 1
K 24.2472 -9.3656 9.3287
K 22.6691 -8.6711 13.3371
K 21.4106 -12.1900 11.3908
C 20.6853 -8.5292 10.6139
O 21.7455 -9.4476 10.5985
H 19.7270 -8.9823 10.3292
H 20.4381 -8.1156 11.6170
H 20.8817 -7.6562 9.9818
C 19.7384 -4.2150 10.5474
N 19.8340 -4.1102 9.0613
O 19.8039 -2.9932 8.5857
O 19.9068 -5.1618 8.4451
H 18.7208 -4.5065 10.7911
H 19.9883 -3.2784 11.0347
H 20.4549 -4.9708 10.8606
N 17.4551 -9.0712 7.8732
C 17.5199 -9.8313 6.7205
C 18.4342 -9.2110 5.9009
C 18.9308 -8.0838 6.5577
C 18.3298 -8.0324 7.7942
H 16.9182 -9.3295 8.6782
H 16.9197 -10.7117 6.5791
H 18.7490 -9.5034 4.9110
H 19.5904 -7.3366 6.1474
H 18.4066 -7.2837 8.5643
*
```

Atomic partial charges in e from the Mulliken method, atoms 1 to 5:
1 K 0.99
2 K 0.98
3 K 0.98
4 C -0.38
5 O -0.95

=====

Record 9
This record from the Open Molecules 2025 dataset describes a gas-phase ion, C6H11N (charge -1) in a non-equilibrium geometry. The level of theory is wB97M-V/def2-TZVPD.

Values from the calculation:
Relative energy (zero: lowest compared OMol25 entry of this formula, charge and spin) ... 19.1 kJ/mol
<S²> ... 0.76

The geometry in ORCA input format:
```
! wB97M-V def2-TZVPD RIJCOSX def2/J DEFGRID3
* xyz -1 2
C -1.2000 2.1745 -0.1403
C -0.1492 1.3730 -0.8914
C -0.4053 -0.1302 -0.9662
C 0.2352 -0.8073 0.2217
C -0.5125 -1.3674 1.2253
C 2.2325 -1.9586 0.5650
N 1.5908 -0.8427 0.2007
H -2.1689 1.6768 -0.2648
H -1.0077 2.2286 0.9333
H -1.4538 3.2049 -0.4084
H -0.1037 1.8695 -1.8786
H 0.8917 1.4889 -0.5920
H -1.4802 -0.3195 -0.8723
H -0.0178 -0.6033 -1.8712
H 0.0129 -1.6298 2.1331
H -1.5736 -1.5385 1.0964
H 3.3190 -1.9800 0.4806
H 1.7906 -2.8387 1.0292
*
```

Atomic partial charges in e from the Mulliken method, atoms 1 to 5:
1 C -1.13
2 C -0.50
3 C -0.63
4 C 0.42
5 C -1.12

=====

Record 10
This record from the Open Molecules 2025 dataset describes a molecular structure, C6H11N in a non-equilibrium geometry. The level of theory is wB97M-V/def2-TZVPD.

Values from the calculation:
Relative energy (zero: lowest compared OMol25 entry of this formula, charge and spin) ... 671.8 kJ/mol

The geometry in ORCA input format:
```
! wB97M-V def2-TZVPD RIJCOSX def2/J DEFGRID3
* xyz 0 1
C -0.2247 -0.5721 -1.1862
C 0.6872 -0.7418 0.0266
N 3.1147 -0.2700 -0.5788
C -0.5665 0.3846 1.4883
C 0.5743 0.4439 0.9453
C -2.7176 0.9239 0.4469
C -1.9321 0.6232 1.4800
H -1.2513 -0.9079 -0.9994
H 0.1209 -1.0933 -2.0688
H -0.3135 0.4735 -1.4832
H 0.5557 -1.7123 0.5057
H 1.9413 -0.7268 -0.4359
H 3.9833 -0.6172 -0.1939
H 3.2531 -0.0170 -1.5543
H 1.3924 1.1586 1.0262
H -3.7678 0.7743 0.6329
H -2.3717 1.4117 -0.4461
H -2.4778 0.4647 2.3947
*
```

Atomic partial charges in e from the Mulliken method, atoms 1 to 5:
1 C -1.22
2 C -0.09
3 N -0.70
4 C 0.03
5 C -0.26

=====

Record 11
This record from the Open Molecules 2025 dataset describes C6H11N in the gas phase in a non-equilibrium geometry. The level of theory is wB97M-V/def2-TZVPD.

Values from the calculation:
Relative energy (zero: lowest compared OMol25 entry of this formula, charge and spin) ... 190.8 kJ/mol
SMILES ... C=C/C=C/CCN

The geometry in ORCA input format:
```
! wB97M-V def2-TZVPD RIJCOSX def2/J DEFGRID3
* xyz 0 1
C 2.2026 -0.4299 0.3108
C 1.0217 -0.9588 -0.4723
C -0.2257 -0.1446 -0.2890
C -1.3336 -0.6408 0.2483
C -2.4509 0.2291 0.6514
C -3.3744 0.7333 -0.1602
N 2.3992 1.0058 0.0825
H 2.0758 -0.5266 1.3941
H 3.1011 -1.0171 0.1105
H 1.3273 -1.0414 -1.5228
H 0.7640 -1.9893 -0.2159
H -0.1708 0.9374 -0.3099
H -1.3337 -1.7130 0.4235
H -2.2799 0.8429 1.5351
H -3.3650 0.5812 -1.2338
H -3.9422 1.5950 0.1729
H 2.2172 1.2395 -0.8919
H 3.3674 1.2974 0.1667
*
```

Atomic partial charges in e from the Mulliken method, atoms 1 to 5:
1 C -0.49
2 C -0.76
3 C -0.13
4 C -0.28
5 C -0.34

=====

Record 12
This record from the Open Molecules 2025 dataset describes C6H11N in the gas phase in a non-equilibrium geometry. The level of theory is wB97M-V/def2-TZVPD.

Values from the calculation:
Relative energy (zero: lowest compared OMol25 entry of this formula, charge and spin) ... 169.6 kJ/mol
SMILES ... C/C=C/C/C=C/N

The geometry in ORCA input format:
```
! wB97M-V def2-TZVPD RIJCOSX def2/J DEFGRID3
* xyz 0 1
C -0.8904 -1.0626 0.5847
C -0.3567 -2.2349 0.9221
N 0.1492 -2.5452 2.1869
C -1.0830 -0.5534 -0.8330
C -0.7168 0.8999 -0.9471
C 0.5188 1.3224 -0.7433
C 1.0555 2.7215 -0.7236
H -0.7557 -0.2819 1.3378
H -0.2615 -2.9626 0.1256
H 1.0012 -3.0818 2.1108
H 0.3032 -1.7205 2.7553
H -0.4217 -1.0860 -1.5234
H -2.0744 -0.8439 -1.1815
H -1.4754 1.5750 -1.3271
H 1.3035 0.5625 -0.7556
H 2.1409 2.7164 -0.7697
H 0.8857 3.1652 0.2649
H 0.6775 3.4101 -1.4839
*
```

Atomic partial charges in e from the Mulliken method, atoms 1 to 5:
1 C -0.43
2 C -0.09
3 N -0.54
4 C -0.56
5 C -0.40